1.
ORCA calculation (ωB97M-V/def2-TZVPD) on a molecular structure, C20H37Hg4O17PS at a distorted geometry.

Each line ends with the Löwdin charge.
Positions of all 80 atoms, in Å:
Hg -2.604916 0.571109 -0.105797  1.2981
Hg 1.428163 -0.089051 -2.173208  1.3316
Hg 2.496193 1.727265 0.630103  1.2967
Hg -0.642825 2.177278 2.535245  1.3023
C 5.012882 2.575277 -2.352646  -0.0801
C 3.547785 2.392826 -2.706152  -0.4051
O 2.816552 1.734377 -1.695201  -0.4421
H 5.026161 3.313740 -1.544309  0.0728
H 5.615420 2.988771 -3.158654  0.0858
H 5.466953 1.668729 -1.948825  0.0749
H 3.409736 1.981823 -3.709409  0.1056
H 3.128987 3.411188 -2.726842  0.1058
C 2.463068 2.842717 5.112464  -0.0804
C 2.525695 3.081611 3.602994  -0.4268
O 1.754751 2.251419 2.773863  -0.4336
H 3.382827 3.091076 5.639070  0.0830
H 2.371459 1.758939 5.248873  0.0767
H 1.626199 3.341579 5.598249  0.0715
H 3.573840 2.979662 3.296772  0.1003
H 2.358931 4.161757 3.485589  0.1087
C -4.989121 3.148175 1.214596  -0.0996
C -3.787674 3.120132 2.098416  -0.3967
O -2.771552 2.231897 1.644970  -0.4390
H -5.612127 3.944521 1.645504  0.0912
H -5.702003 2.320912 1.247159  0.0797
H -4.831020 3.474886 0.185969  0.0731
H -4.059737 2.823397 3.117087  0.1113
H -3.458936 4.158675 2.216701  0.1093
P -0.004494 0.421818 0.215300  -0.1207
O -0.943661 0.122760 1.358864  -0.4430
O -0.684993 0.149837 -1.150404  -0.4493
O 1.434064 -0.106902 0.056662  -0.5184
O 0.310230 1.896322 0.422193  -0.5262
C 0.105609 -3.003649 1.630874  -0.1825
C -1.132753 -2.556445 2.361375  -0.2307
O -1.391227 -3.473799 3.405002  -0.1833
S -0.698469 -4.950461 3.049383  0.7141
O -1.681476 -5.955706 2.736773  -0.2290
O 0.205956 -5.160133 4.147027  -0.2224
O 0.029490 -4.431075 1.649627  -0.1900
H 1.002883 -2.524588 2.015343  0.1353
H -0.115744 -2.706608 0.603991  0.1186
H -2.053456 -2.548560 1.774243  0.1063
H -1.075870 -1.582429 2.837098  0.1111
O 3.384254 -1.415474 -1.410828  -0.0059
C 4.104207 -2.287031 -0.957840  -0.4712
O 4.920995 -2.026730 0.053430  0.0628
C 5.792515 -3.189636 0.228382  -0.0965
C 4.911499 -4.358544 -0.246763  -0.1323
C 4.212837 -3.723683 -1.408118  -0.0784
H 6.171648 -3.383193 1.226899  0.1343
H 6.639396 -2.997089 -0.431073  0.1348
H 4.254709 -4.601997 0.588079  0.1282
H 5.434786 -5.263570 -0.549925  0.1315
H 3.190666 -4.060685 -1.593056  0.1334
H 4.694530 -3.702089 -2.388368  0.1467
O -2.969370 -1.618725 -0.755897  -0.0062
C -3.482670 -2.732047 -0.789438  -0.4472
O -3.044587 -3.741741 -0.078523  0.0645
C -3.711559 -4.979176 -0.442170  -0.0906
C -4.888226 -4.595352 -1.323409  -0.1164
C -4.758120 -3.067852 -1.498980  -0.0528
H -4.033365 -5.489972 0.463931  0.1369
H -2.997107 -5.652287 -0.911396  0.1368
H -5.871945 -4.852057 -0.942719  0.1242
H -4.776787 -5.015199 -2.322000  0.1206
H -5.642493 -2.543877 -1.136492  0.1388
H -4.733012 -2.805005 -2.557178  0.1346
O -2.462228 2.383447 -1.501410  0.0043
C -2.184953 3.235299 -2.316822  -0.4536
O -3.070286 3.842267 -3.068490  0.0813
C -2.462777 4.743681 -4.007464  -0.1007
C -1.119229 5.072438 -3.338335  -0.1358
C -0.799540 3.868362 -2.482354  -0.0648
H -3.049020 5.646377 -4.151229  0.1365
H -2.346891 4.275004 -4.984379  0.1346
H -1.258030 5.857082 -2.586957  0.1275
H -0.371046 5.431648 -4.040090  0.1255
H -0.265045 3.855148 -1.537107  0.1207
H -0.265540 3.117189 -3.087844  0.1291

Atomic forces in eV per Å
Hg -2.7 1.0 0.5
Hg 1.3 0.9 0.2
Hg 1.4 1.4 0.4
Hg -0.1 0.7 -0.3
C -0.2 0.0 0.8
C 0.3 1.7 0.0
O -1.2 -2.0 0.3
H 0.3 0.0 0.0
H -0.1 -0.1 -0.1
H 0.0 -0.1 -0.3
H -0.1 -0.4 0.2
H 0.0 -0.1 -0.5
C -0.4 -1.4 -0.4
C 1.5 1.6 1.0
O -1.3 -0.5 -0.9
H 0.0 0.4 -0.3
H -0.2 0.1 0.2
H -0.1 0.0 0.0
H 0.0 -0.3 0.0
H -0.5 -0.1 -0.6
C -1.5 0.8 0.1
C 0.0 -0.2 0.7
O 1.7 -0.4 0.0
H 0.0 0.1 -0.1
H 0.6 -0.5 -0.1
H 0.4 -0.2 0.0
H -0.2 -0.1 -0.1
H 0.6 -0.1 -0.4
P 1.5 1.1 -0.7
O -0.1 -2.0 0.8
O 0.8 -0.8 -0.9
O 0.0 -2.8 0.9
O -1.0 2.5 -0.5
C -1.4 0.5 -0.8
C -1.5 0.7 1.0
O 0.8 -2.2 -0.2
S -0.6 0.8 1.4
O 1.2 1.4 -0.2
O -0.4 0.0 -1.6
O -0.1 -0.5 1.4
H 0.3 -0.6 0.1
H 0.7 -0.1 -0.2
H 0.4 0.0 -0.6
H 0.4 -0.1 -0.1
O -0.2 0.2 -0.2
C -0.2 0.1 -0.1
O 0.1 -0.3 0.3
C 0.3 -1.0 -0.7
C 1.0 -0.1 0.0
C -1.5 0.9 -0.2
H -0.4 0.8 0.3
H 0.1 -0.2 0.0
H -0.3 -0.1 -0.3
H 0.3 0.1 0.3
H 0.1 -0.2 0.0
H 0.4 -0.3 0.2
O 0.3 -0.1 0.2
C -1.3 0.7 0.5
O 0.6 0.1 -0.4
C -0.5 -0.9 0.5
C 0.0 0.6 -1.0
C -0.3 -0.8 -0.7
H 0.2 0.3 0.2
H 0.2 0.3 -0.2
H 0.2 -0.2 0.2
H -0.1 -0.4 0.2
H 0.4 0.3 0.5
H 0.4 0.2 0.1
O -0.7 -0.3 -0.3
C 1.2 1.2 0.8
O -1.0 -0.6 -0.4
C 1.2 0.6 0.2
C 0.1 1.1 1.0
C -0.4 -2.2 -1.5
H -0.4 -0.2 0.3
H -0.1 -0.3 0.1
H -0.2 0.4 -0.5
H 0.1 -0.3 0.0
H -0.1 0.7 0.1
H 0.1 0.0 0.0

Results
- net charge = +2
- energy (Ha) = -3415.93140
- ΔE to the lowest compared entry with this formula, charge and spin (kJ/mol) = 95.6
- HOMO energy (eV) = -14.6

***

2.
ORCA calculation (ωB97M-V/def2-TZVPD) on a molecular structure, C20H37InNO3SSi at a distorted geometry.

Each line ends with the Löwdin charge.
Positions of all 64 atoms, in Å:
C -2.240136 0.472614 -4.386863  -0.2295
C -2.250075 -0.943298 -4.554331  -0.2251
C -0.991364 -1.448022 -4.116134  -0.2252
C -0.191228 -0.347370 -3.693334  -0.2068
C -0.973811 0.845018 -3.842811  -0.2452
In -2.213019 -0.142253 -1.425749  0.6069
C -3.854622 -2.548528 -1.650194  -0.0057
C -4.239790 -1.259993 -1.768682  -0.3549
C -5.250937 -0.415338 -2.012505  -0.0048
N -2.726175 1.831810 -1.802241  -0.2216
H -0.673531 -2.491137 -4.161215  0.0644
H -3.064102 -1.528426 -4.975535  0.0689
H 0.858035 -0.385737 -3.393167  0.0637
H -0.629351 1.855908 -3.639787  0.0713
H -3.049655 1.146197 -4.652425  0.0740
H -3.534755 -3.138816 -2.519882  0.0807
H -3.064793 2.347643 -0.959155  -0.1405
H -3.887475 -3.083834 -0.692956  0.0717
H -6.279730 -0.772642 -2.144305  0.0661
H -5.063379 0.664402 -2.096455  0.0340
C 3.476259 -1.369343 -1.559269  -0.0357
C 2.763844 -1.499867 -0.215055  -0.6241
C 1.978957 -2.803419 -0.209817  -0.0741
C 3.791655 -1.480955 0.913268  -0.0317
O 1.867916 -0.347246 -0.078426  -0.1485
Si 0.446536 -0.061200 0.725057  -0.1145
S -1.045419 -1.444535 0.314039  0.4155
O 0.824953 0.082699 2.316909  -0.1576
C 0.428878 -0.429249 3.622283  -0.6306
C -0.997247 -0.957243 3.603868  -0.0721
C 1.432884 -1.499838 4.028839  -0.0423
C 0.532225 0.723014 4.615813  -0.0456
O -0.150744 1.393073 0.181532  -0.2102
C 0.364258 2.754299 0.337023  -0.6092
C -0.741252 3.703174 -0.135560  -0.0572
C 0.662516 3.034826 1.807368  -0.0489
C 1.612411 2.920845 -0.530798  -0.0287
H 4.157767 -2.226246 -1.685452  0.0852
H 4.074113 -0.450877 -1.609089  0.0868
H 2.760097 -1.381206 -2.392498  0.0786
H 2.654093 -3.645298 -0.426903  0.0874
H 1.518711 -2.996267 0.767276  0.0652
H 1.197017 -2.787688 -0.979146  0.0712
H 4.402117 -0.568481 0.869551  0.0889
H 3.314886 -1.544114 1.901070  0.0625
H 4.467772 -2.343899 0.800109  0.0868
H -1.104049 -1.851240 2.976464  0.0396
H -1.285063 -1.231261 4.630422  0.0862
H -1.698401 -0.188173 3.255950  0.0934
H 2.443053 -1.067338 4.086088  0.0857
H 1.166197 -1.868034 5.030046  0.0857
H 1.431686 -2.351308 3.333594  0.0837
H 1.554275 1.129258 4.630000  0.0900
H -0.182647 1.522872 4.378523  0.0805
H 0.300870 0.343777 5.621594  0.0842
H -1.608264 3.652994 0.543673  0.0838
H -0.373278 4.741165 -0.136794  0.0811
H -1.095372 3.448538 -1.147050  0.0588
H 1.506564 2.433770 2.170233  0.0775
H 0.931900 4.094591 1.954273  0.0881
H -0.231848 2.840099 2.420820  0.0847
H 2.424917 2.269222 -0.181502  0.0774
H 1.381374 2.682511 -1.579756  0.0955
H 1.962775 3.965404 -0.480847  0.0845

Atomic forces in eV per Å
C 0.7 -0.5 0.0
C 0.6 0.4 0.3
C -0.3 0.0 0.0
C -0.6 0.2 0.2
C -0.1 -0.8 -0.6
In 1.2 2.7 -0.8
C -0.2 0.4 -0.1
C -2.9 -1.4 -0.6
C 1.2 0.3 0.2
N -0.6 -0.6 0.6
H -0.1 0.3 0.1
H 0.1 0.1 0.1
H -0.4 0.0 0.0
H -0.2 -0.3 0.1
H 0.2 -0.1 0.3
H 0.1 0.5 0.3
H 0.2 -0.8 -0.1
H 0.3 0.5 -0.2
H 0.5 -0.2 0.0
H 0.1 -0.5 0.1
C 0.1 0.0 -0.2
C -0.6 0.6 0.0
C 0.0 -0.4 0.0
C 0.2 0.0 0.1
O 0.4 -0.6 0.0
Si 0.3 0.9 -0.5
S -0.4 -0.5 -0.2
O -0.1 -0.5 0.9
C 0.2 0.4 -0.9
C -0.2 -0.3 0.3
C 0.0 -0.2 0.2
C 0.0 0.2 0.1
O 0.8 0.0 0.5
C -0.3 -0.3 -0.2
C -0.2 0.1 -0.2
C 0.2 0.2 0.3
C 0.1 0.1 0.0
H -0.2 0.2 0.0
H -0.2 -0.1 0.0
H 0.1 0.1 0.3
H -0.1 0.2 0.1
H 0.0 0.1 -0.2
H 0.1 0.0 0.3
H -0.2 -0.2 0.0
H 0.1 0.1 -0.3
H -0.2 0.2 0.1
H 0.0 0.3 0.1
H 0.1 0.1 -0.2
H 0.2 -0.2 0.0
H -0.3 -0.2 -0.1
H 0.1 0.0 -0.2
H 0.0 0.3 0.1
H -0.3 0.0 -0.1
H 0.3 -0.2 0.0
H 0.1 0.1 -0.2
H 0.3 -0.1 -0.2
H 0.0 -0.2 0.1
H 0.2 -0.1 0.4
H -0.3 0.1 0.0
H -0.1 -0.3 -0.2
H 0.3 -0.1 -0.2
H -0.2 0.1 -0.1
H 0.0 0.0 0.3
H -0.1 -0.3 0.0

Results
- net charge = -1
- energy (Ha) = -1942.59435
- ΔE to the lowest compared entry with this formula, charge and spin (kJ/mol) = 0.0
- HOMO energy (alpha / beta) (eV) = -3.2 / -3.2

***

3.
ORCA calculation (ωB97M-V/def2-TZVPD) on 2 unconnected molecules or ions with the total composition C20H37N2O3 at a distorted geometry.

Each line ends with the natural charge from an NBO analysis.
Positions of all 62 atoms, in Å:
C -3.574878 -2.623055 2.317752  -0.5656
C -3.151789 -1.249085 1.676875  -0.3875
C -4.416173 -0.375187 1.302046  -0.3972
C -4.236515 0.902619 0.756368  -0.4139
C -3.713964 0.727393 -0.793518  -0.3806
C -3.507543 2.202778 -1.170839  -0.3943
H -3.168643 2.045064 -2.074442  0.1888
H -4.399615 2.885184 -1.390467  0.2154
C -2.485226 3.121017 -0.501247  -0.4964
C -1.164082 2.260450 -0.088468  0.8189
O -0.742885 2.405032 1.019741  -0.5872
O -0.795248 1.768093 -1.266550  -0.5201
C 0.414037 0.612151 -1.015901  0.0424
C 0.424364 -0.216835 -1.949648  -0.3362
N 0.200205 -1.636553 -1.556256  -0.4052
C 1.053761 -2.267773 -0.547132  0.7203
O 2.217058 -1.883931 -0.251376  -0.6824
C 0.616836 -3.683998 -0.286628  -0.4872
H 1.327369 -4.215409 -1.056728  0.2569
C -0.860022 -3.558740 -0.622536  -0.3775
H -1.480910 -3.401897 0.052148  0.2121
H -1.286198 -4.450628 -1.012218  0.2305
C -0.945504 -2.335902 -1.685137  -0.2175
H -0.935922 -2.749553 -2.603643  0.1861
H -1.865496 -1.708808 -1.868922  0.2096
H 0.925791 -3.872069 0.661167  0.2467
H 1.360699 -0.467397 -2.538837  0.2655
H -0.369542 0.058775 -2.720513  0.3039
C 1.629759 1.552081 -0.719598  -0.1477
N 2.768247 0.806933 -0.002331  -0.4610
C 2.656028 1.224689 1.331696  -0.2504
C 3.523559 0.129775 2.009127  -0.3700
C 5.028028 0.378838 1.694174  -0.4232
C 5.049548 0.013621 0.141041  -0.3938
C 4.081001 1.024648 -0.542420  -0.2647
H 4.193861 1.127285 -1.587111  0.2455
H 4.404668 2.138344 -0.512818  0.2272
H 6.082405 0.343581 0.069998  0.2530
H 4.785910 -0.843445 -0.067667  0.1954
H 5.528077 -0.252537 2.268092  0.2217
H 5.426894 1.261974 2.096289  0.2279
H 3.329438 0.419475 3.443096  0.1855
H 3.139369 -0.914424 1.976778  0.2502
H 1.559001 0.865440 1.730387  0.2409
H 2.846207 2.209636 1.487920  0.2314
H 2.702936 -0.273648 -0.215961  0.5151
H 2.147436 1.683180 -1.800836  0.1966
H 1.651306 2.398825 -0.299656  0.2132
H 0.236216 0.425678 -0.023379  0.2460
H -2.257180 4.036950 -0.934990  0.2350
H -2.835929 3.492230 0.484691  0.2172
H -4.439130 0.448784 -1.340370  0.2089
H -2.632505 0.376355 -0.761404  0.1929
H -3.516727 1.347119 1.547737  0.1978
H -5.100550 1.445265 0.902294  0.2213
H -5.113951 -0.936150 0.807350  0.1952
H -5.205552 -0.436821 2.162501  0.1942
H -2.758228 -1.338130 0.845066  0.1687
H -2.707133 -0.577018 2.442911  0.2009
H -2.569691 -3.166808 2.799338  0.1865
H -4.184695 -2.611831 3.032670  0.1915
H -4.114374 -3.223629 1.586954  0.2028

Atomic forces in eV per Å
C 7.6 -0.6 -5.1
C -6.6 1.7 8.8
C -2.0 -4.4 5.0
C 4.0 0.3 -0.6
C 5.5 6.3 8.6
C -1.8 2.7 1.1
H 2.0 0.0 -5.3
H 0.5 -1.5 0.8
C 0.0 -3.1 3.9
C -4.5 5.0 -1.9
O 1.9 -2.0 0.0
O 3.7 -3.5 1.5
C 0.0 14.2 9.7
C 0.2 -11.2 -11.6
N 4.6 0.9 4.9
C 1.9 1.5 -3.1
O -2.1 0.6 -0.3
C 0.0 1.9 -3.9
H -1.7 0.4 1.4
C 4.1 -0.6 -6.9
H -4.8 2.0 7.1
H 0.0 -0.8 -1.1
C -4.0 -1.8 1.0
H 0.1 -2.1 -3.4
H 0.4 -0.4 1.6
H 0.5 -1.2 2.8
H -0.5 1.7 0.4
H 1.0 -0.5 0.7
C 3.7 -7.3 -8.7
N -2.3 -0.5 -4.4
C -3.0 -7.7 3.9
C 0.5 3.2 6.9
C -5.2 -1.4 -2.5
C 3.4 12.0 3.8
C 3.5 2.8 0.3
H -0.9 -1.6 -1.8
H -0.4 -1.4 1.6
H 0.2 -0.7 -1.8
H -2.0 -8.9 -1.8
H 2.5 -3.7 1.9
H 0.0 2.1 -0.6
H 0.6 -0.9 -4.2
H 0.4 1.0 -0.6
H 2.3 1.7 -1.2
H 0.8 2.7 0.5
H -1.1 1.1 1.2
H -1.4 0.3 2.1
H -1.4 6.4 3.2
H -1.5 -1.9 2.2
H 0.7 1.2 -1.8
H -0.1 -0.6 -0.3
H -4.7 -3.3 -4.1
H -1.9 -0.7 -0.5
H -0.3 0.2 -2.0
H -2.0 1.5 -0.6
H -1.2 -2.0 -2.9
H 1.9 1.0 0.0
H 5.0 -1.1 -7.6
H 0.7 -0.8 -0.7
H -2.6 1.0 -1.7
H -4.9 1.1 6.2
H 0.6 -0.4 -0.4

Results
- net charge = +1
- energy (Ha) = -1118.74554
- ΔE to the lowest compared entry with this formula, charge and spin (kJ/mol) = 1638.9
- HOMO energy (eV) = -12.0